(1)
DFT (ωB97M-V/def2-TZVPD) results for a structure of composition C3H8N2O2 in a non-equilibrium geometry.

Structure (ORCA input):
```
! wB97M-V def2-TZVPD RIJCOSX def2/J DEFGRID3
* xyz 0 1
C -0.9679 0.6556 0.0117
C -0.0997 -0.6292 -0.4891
C 1.2329 -0.4698 0.0432
H 0.8482 2.3149 -0.1348
H -0.8846 2.2890 0.6558
H -1.9709 0.9067 -0.5985
H -1.4731 0.5070 0.7613
H -0.0427 -0.7439 -1.3922
H -0.6438 -2.1397 0.8025
H -1.9502 -2.1516 -0.1771
H 3.0592 0.1659 -0.3923
N -0.1838 1.7417 0.5547
N -0.7052 -1.9028 -0.0382
O 2.0631 0.3517 -0.7371
O 1.7186 -0.8952 1.1302
*
```

Summary:
ΔE to the lowest compared entry with this formula, charge and spin ... 173.3 kcal per mole
Orbital gap ... 9.867 eV
Calculated total energy ... -10309.4384 eV

=====

(2)
DFT (ωB97M-V/def2-TZVPD) results for a structure of composition C10H22F30Li2N5O31S10 in a non-equilibrium geometry.

Structure (ORCA input):
```
! wB97M-V def2-TZVPD RIJCOSX def2/J DEFGRID3
* xyz -3 1
Li 0.0803 1.2561 -2.8426
Li -0.6023 -1.5267 2.9364
C 5.0150 -3.6070 1.5745
F 4.8788 -4.7608 0.9256
F 4.4903 -2.5933 0.9032
F 4.3337 -3.7946 2.7089
S 6.9038 -3.3383 1.9154
O 7.4603 -3.1753 0.5783
O 6.9795 -2.2044 2.8122
N 7.4558 -4.8930 2.4164
S 7.1812 -5.1595 3.9536
O 6.2873 -4.2626 4.6747
O 6.9566 -6.5822 4.2046
C 9.0375 -4.8746 4.6614
F 9.0716 -5.2931 5.9298
F 9.8859 -5.6141 3.9371
F 9.3600 -3.5975 4.6185
C -6.7377 -1.1743 -6.6196
F -6.4051 -2.3290 -7.2191
F -5.7427 -0.6087 -5.9913
F -7.1738 -0.3924 -7.6170
S -8.2045 -1.6061 -5.4836
O -8.8334 -0.3831 -4.9978
O -9.0635 -2.3870 -6.3451
N -7.4961 -2.6621 -4.3395
S -7.1348 -1.8287 -3.0304
O -6.5827 -0.5055 -3.2145
O -8.2022 -1.8749 -2.0662
C -5.7110 -2.8533 -2.2937
F -4.5656 -2.4149 -2.8123
F -5.6506 -2.6996 -0.9785
F -5.9434 -4.1689 -2.4746
C 3.6930 4.8940 -0.1654
F 4.3077 5.6769 -1.0382
F 3.7005 3.6421 -0.6499
F 4.3694 4.8970 0.9729
S 1.9524 5.6759 0.1785
O 1.1020 5.1252 -0.8593
O 1.5694 5.3188 1.5139
N 2.2149 7.3308 -0.2492
S 2.0438 8.1684 1.0902
O 0.7335 8.2106 1.7154
O 3.1386 8.0125 2.0028
C 2.2275 9.9468 0.3559
F 1.6095 10.1019 -0.8063
F 1.7369 10.8015 1.2518
F 3.5303 10.2157 0.1733
C -2.8065 0.0707 -0.7866
F -2.2135 1.2618 -0.8110
F -3.2075 -0.2804 0.4249
F -3.9109 0.1492 -1.5169
S -1.6443 -1.2754 -1.5178
O -1.7861 -2.3871 -0.6440
O -2.1850 -1.5777 -2.8310
N -0.1139 -0.5255 -1.5697
S 0.5578 -1.0045 -0.2296
O -0.0607 -0.6602 1.0307
O 1.0536 -2.3706 -0.3186
C 2.1506 0.1009 -0.2843
F 2.7642 0.0197 0.8735
F 2.8932 -0.2919 -1.2976
F 1.7474 1.3542 -0.4593
C 1.6578 -2.4626 4.9522
F 2.4047 -2.4917 3.8355
F 0.5393 -3.1545 4.7769
F 2.4034 -2.9586 5.9185
S 1.1816 -0.6802 5.4224
O 0.3630 -0.8205 6.6170
O 2.4454 -0.0524 5.5561
N 0.1798 -0.2427 4.1011
S 0.4878 1.3583 4.0365
O 0.4185 2.0334 5.3138
O 1.5838 1.5808 3.1287
C -1.1340 1.9806 3.1838
F -1.2556 1.5960 1.9016
F -2.2340 1.6153 3.8691
F -1.1040 3.2960 3.1734
O -2.4851 -1.6501 3.0792
H -3.1151 -2.2074 2.6098
H -2.8029 -1.6328 3.9905
O -0.2077 2.9162 -1.8429
H 0.3898 3.5967 -1.4776
H -1.0439 3.0620 -1.3921
O 4.6573 0.3872 3.5534
H 4.1929 1.0887 4.0207
H 3.9692 -0.0643 3.0571
O -1.8479 1.3015 -3.7458
H -2.5321 1.9798 -3.7653
H -1.4652 1.3236 -4.6325
O -2.2856 -0.7978 -5.6935
H -2.3720 -1.2681 -4.8483
H -3.1918 -0.6585 -5.9836
O -2.8900 -3.9030 -4.4615
H -3.1495 -3.5509 -3.6023
H -2.5280 -4.7717 -4.2674
O -5.2514 1.7273 -3.8288
H -4.9250 1.8935 -2.9414
H -5.5458 0.7948 -3.8053
O -4.8942 0.9724 3.5610
H -4.0303 0.8076 3.1706
H -4.7004 1.3843 4.4075
O -0.0792 -3.3003 2.2133
H -0.6419 -4.0688 2.3438
H 0.2645 -3.3928 1.3097
O 0.3915 -1.5262 -4.1011
H 0.2232 -1.1496 -3.2112
H 0.8666 -2.3450 -3.9307
O 1.8599 1.1975 -3.6618
H 2.3929 0.5396 -4.1200
H 2.3429 2.0256 -3.7640
*
```

Summary:
ΔE to the lowest compared entry with this formula, charge and spin ... 0.0 kcal per mole
Orbital gap ... 8.412 eV
Calculated total energy ... -271940.2226 eV

=====

(3)
DFT (ωB97M-V/def2-TZVPD) results for a cluster of 2 separate species, C3H9N3O3P in total in a non-equilibrium geometry.

Structure (ORCA input):
```
! wB97M-V def2-TZVPD RIJCOSX def2/J DEFGRID3
* xyz -1 1
C 2.0794 -0.4904 -0.5784
C 1.5739 1.0377 1.1288
C -1.5367 0.8283 1.2577
N 1.0131 -0.9432 -1.3340
N 3.2561 -0.3293 -0.9934
N 1.7192 -0.1769 0.7530
O -1.8303 0.1308 -1.3730
O -1.1787 -1.6851 0.1952
O -3.6379 -0.7711 0.0879
P -2.1120 -0.5025 0.0795
H 1.3200 1.1115 2.1183
H 1.5233 1.9652 0.6330
H -2.4648 1.4015 1.4769
H -0.8156 1.3775 0.7362
H 1.3933 -1.6011 -2.0052
H -1.0363 0.4748 2.1960
H 3.3036 -0.7374 -1.8840
H 0.1157 -1.2216 -0.7920
H -2.6853 0.1313 -1.7026
*
```

Summary:
ΔE to the lowest compared entry with this formula, charge and spin ... 38.5 kcal per mole
Orbital gap ... 8.955 eV
Calculated total energy ... -23161.9929 eV

=====

(4)
DFT (ωB97M-V/def2-TZVPD) results for a structure of composition C3H3N3O2 in a non-equilibrium geometry.

Structure (ORCA input):
```
! wB97M-V def2-TZVPD RIJCOSX def2/J DEFGRID3
* xyz 0 1
C 0.1047 -0.2257 -0.7991
C 1.0020 -1.1556 -0.3029
C -0.7384 0.7521 0.0564
H -1.4215 -0.1502 -2.1338
H 1.7608 -1.6918 -0.9997
H -2.1000 1.9791 0.5970
N 0.5945 -0.1173 1.7614
N -0.3844 0.5764 1.2623
N -1.6991 1.5778 -0.3654
O -0.1958 -0.3889 -2.1358
O 1.4424 -0.9386 0.9110
*
```

Summary:
ΔE to the lowest compared entry with this formula, charge and spin ... 170.4 kcal per mole
Orbital gap ... 7.777 eV
Calculated total energy ... -11718.5696 eV

=====

(5)
DFT (ωB97M-V/def2-TZVPD) results for the molecule C4H4O2S in a non-equilibrium geometry.

Structure (ORCA input):
```
! wB97M-V def2-TZVPD RIJCOSX def2/J DEFGRID3
* xyz 0 1
C 0.6376 -0.5147 -0.2250
C -0.5236 0.4656 0.0873
C -1.1469 0.7561 -1.1764
C -2.0796 1.8333 -1.2160
H 1.9526 -2.3997 0.8412
H -0.5932 0.1659 -2.0383
H -2.2209 2.3227 -0.3034
H -2.5900 2.3663 -2.0690
O 0.4612 -1.0616 -1.3008
O -0.7443 0.7720 1.2116
S 1.5245 -0.9612 1.2165
*
```

Summary:
ΔE to the lowest compared entry with this formula, charge and spin ... 66.7 kcal per mole
Orbital gap ... 8.695 eV
Calculated total energy ... -19140.0978 eV

=====

Calculated HOMO (Eh), listed in the same order as above: -0.33663, -0.16665, -0.19305, -0.33369, -0.34763